No. 1
Here is 10 unconnected molecules or ions with the total composition C23H66O17 in a non-equilibrium geometry from the OMol25 dataset. Energies are from ωB97M-V/def2-TZVPD.

Last column: Mulliken charge in e.
Element x y z (Å)
C1 -8.3480 6.2955 -6.5021  -1.3096
C2 -7.1026 5.7452 -7.0262  0.5518
C3 -6.0565 5.2727 -5.9505  -1.2297
O1 -7.4293 4.6719 -7.9382  -0.5577
H1 -8.2169 7.2364 -5.9677  0.3450
H2 -8.8298 5.5564 -5.8621  0.3106
H3 -9.1353 6.4520 -7.2395  0.3278
H4 -6.7088 6.5787 -7.6078  0.2201
H5 -5.3269 4.6181 -6.4273  0.3456
H6 -6.5030 4.7970 -5.0773  0.3200
H7 -5.4828 6.1473 -5.6439  0.3632
H8 -7.6134 3.8433 -7.4897  0.3131
C4 -3.2021 6.3161 5.4528  -1.2140
C5 -3.2635 4.9481 6.2442  0.4096
C6 -3.4043 5.0066 7.7528  -1.2015
O2 -4.1414 4.0817 5.6948  -0.5254
H9 -4.1208 6.9009 5.4979  0.3827
H10 -2.7839 6.0733 4.4759  0.3423
H11 -2.2799 6.8115 5.7562  0.3723
H12 -2.3519 4.3840 6.0473  0.1861
H13 -4.3534 5.5028 7.9554  0.2775
H14 -2.6297 5.6665 8.1435  0.3124
H15 -3.3453 4.1349 8.4044  0.3330
H16 -4.8665 4.5782 5.3083  0.3247
C7 0.8117 2.4709 -1.0813  -1.1756
C8 0.9424 2.1285 0.3777  0.4955
C9 0.0110 0.9784 0.7966  -1.3142
O3 2.2238 1.5519 0.5367  -0.5398
H17 -0.1910 2.7997 -1.3544  0.3490
H18 0.9922 1.6525 -1.7782  0.3189
H19 1.6640 3.1174 -1.2904  0.2832
H20 0.7665 2.9417 1.0818  0.2896
H21 -0.1777 0.8889 1.8664  0.3146
H22 0.3123 0.0078 0.4026  0.3288
H23 -0.9990 1.1677 0.4329  0.3436
H24 2.7876 2.2826 0.8009  0.3064
O4 3.2282 -4.1334 7.4582  -0.5012
C10 2.2801 -3.9400 6.5059  -0.3207
C11 2.5718 -4.6743 5.2306  -0.4381
O5 2.0767 -6.0224 5.0962  -0.5361
H25 3.1295 -3.4611 8.1364  0.3126
H26 1.2405 -4.1155 6.7825  0.2997
H27 2.3229 -2.8813 6.2501  0.2821
H28 3.6306 -4.6300 4.9752  0.3174
H29 2.0357 -4.1006 4.4746  0.2830
H30 2.4748 -6.6442 5.7098  0.3012
O6 -0.3959 -7.1481 0.2827  -0.4726
C12 0.2618 -6.9063 -0.9396  -0.5805
C13 1.3617 -7.9052 -1.3712  -0.1930
O7 2.4896 -7.8131 -0.5062  -0.4835
H31 0.2289 -7.0180 0.9998  0.3029
H32 -0.6186 -7.0585 -1.5640  0.3171
H33 0.6870 -5.9068 -1.0314  0.3059
H34 1.6181 -7.7532 -2.4197  0.2920
H35 1.0871 -8.9583 -1.4317  0.2341
H36 2.2073 -7.4370 0.3307  0.2784
O8 6.3739 4.8486 2.8934  -0.4939
C14 7.5471 4.6457 3.6510  -0.3050
C15 7.5441 3.5771 4.6729  -0.3066
O9 8.7456 3.3988 5.3602  -0.5240
H37 6.0996 5.7356 3.1376  0.3384
H38 8.4861 4.5875 3.1006  0.2579
H39 7.5939 5.5438 4.2669  0.2194
H40 7.3739 2.6287 4.1631  0.2713
H41 6.7616 3.6988 5.4219  0.2238
H42 8.7526 2.5712 5.8466  0.3187
O10 7.7000 -5.6633 -1.7341  -0.5102
C16 8.1860 -4.8575 -0.6936  -0.4948
C17 7.4914 -3.4837 -0.8918  -0.2516
O11 6.0574 -3.5714 -0.5444  -0.5204
H43 6.9541 -6.0872 -1.3034  0.3228
H44 7.9149 -5.2656 0.2801  0.2971
H45 9.2706 -4.7593 -0.7403  0.3150
H46 7.5753 -3.1113 -1.9128  0.2562
H47 8.0633 -2.7807 -0.2862  0.3102
H48 5.5461 -2.7703 -0.4088  0.2752
O12 -6.3015 -0.8201 -6.1265  -0.5397
C18 -5.9024 -1.2532 -4.7747  -0.3758
C19 -4.4494 -1.3908 -4.5113  -0.3145
O13 -3.7541 -2.2142 -5.4761  -0.5401
H49 -6.0327 -1.5613 -6.6742  0.3075
H50 -6.3840 -0.6156 -4.0334  0.3374
H51 -6.3178 -2.2572 -4.6878  0.2691
H52 -4.3637 -1.7588 -3.4889  0.2561
H53 -3.8286 -0.4949 -4.5153  0.2857
H54 -3.2582 -1.6626 -6.0857  0.3139
O14 -6.2801 -1.0465 2.4703  -0.4820
C20 -6.5079 -2.3627 2.8854  -0.1646
C21 -5.5172 -2.5457 4.0496  -0.6702
O15 -5.9435 -1.9920 5.2427  -0.5046
H55 -6.0852 -0.5556 3.2719  0.2864
H56 -7.5188 -2.5738 3.2343  0.2264
H57 -6.2394 -3.0934 2.1225  0.2849
H58 -4.5163 -2.3093 3.6882  0.3366
H59 -5.4434 -3.6317 4.1051  0.3551
H60 -5.5790 -1.1177 5.3988  0.3321
O16 5.4281 1.1901 -7.9100  -0.5328
C22 5.0397 0.4960 -6.6969  -0.3435
C23 4.1606 -0.7535 -7.1370  -0.3179
O17 2.9132 -0.4603 -7.6085  -0.5080
H61 5.0183 2.0546 -7.9883  0.2952
H62 6.0350 0.2775 -6.3099  0.2524
H63 4.4369 1.1166 -6.0338  0.2778
H64 4.0284 -1.3392 -6.2273  0.2765
H65 4.6473 -1.4236 -7.8456  0.3039
H66 2.9125 0.1138 -8.3779  0.2964

Forces on the atoms, in the same order (eV/Å):
-2.139 0.103 1.372
1.046 -1.263 -0.257
-0.383 0.933 -1.121
0.480 0.619 -0.411
0.075 -0.070 0.208
0.048 0.046 0.593
0.469 0.203 -0.539
0.720 -0.538 -0.498
-0.175 -0.176 0.008
-0.102 -0.031 -0.117
-0.092 0.038 0.347
0.057 0.125 0.413
1.668 -1.793 0.957
2.457 0.490 0.302
-0.233 1.813 0.483
-2.847 -1.427 -1.429
0.271 0.076 -0.159
-1.223 -0.204 -0.638
-0.497 0.804 0.959
0.900 0.682 0.065
-0.192 0.034 0.317
0.070 0.238 0.024
-0.075 -0.550 -0.871
-0.301 -0.178 -0.014
0.010 0.219 -0.397
-0.973 -2.738 0.097
-1.298 0.432 -0.117
1.031 0.667 0.724
0.222 0.796 0.055
0.049 -0.659 0.583
-0.541 0.788 -0.357
0.165 0.414 -0.315
0.669 0.043 0.178
0.275 0.182 -0.055
-0.141 0.032 -0.369
0.547 -0.180 -0.022
1.307 -0.992 1.903
-0.959 1.153 -1.590
-0.309 -0.650 -0.542
-0.179 0.628 -0.021
0.072 -0.117 0.115
-0.130 -0.418 0.439
-0.240 0.344 -0.446
0.159 0.015 0.167
-0.021 -0.269 -0.260
0.295 0.305 0.207
0.829 -0.033 0.916
-0.642 -1.388 -1.271
-0.462 -0.163 0.570
0.304 0.190 -0.449
-0.110 0.011 0.382
0.480 0.490 -0.968
-0.177 0.212 0.117
0.495 0.864 0.075
-0.766 -0.102 0.627
0.063 -0.076 0.028
-0.101 -0.741 -0.195
1.090 2.337 1.371
-1.513 -2.962 0.284
1.569 1.105 0.100
-0.295 -0.180 -0.316
-0.234 -0.075 -0.592
0.821 0.396 0.000
-0.620 -0.217 -0.251
-0.475 0.282 -0.236
-0.254 0.051 -0.171
0.112 -1.174 0.256
-1.273 1.657 -0.594
-0.395 0.554 0.939
1.401 -1.213 -0.001
-0.343 -0.342 -0.654
0.058 0.066 0.160
-0.017 0.108 -0.190
0.087 -0.454 -0.179
-0.437 0.393 0.470
0.788 0.414 -0.206
0.776 0.035 1.537
-1.213 -0.294 -1.607
1.977 0.738 -0.665
-0.804 -0.735 0.543
0.036 0.008 -0.295
0.048 0.137 -0.188
-0.159 -0.124 0.391
0.229 -0.625 -0.085
-0.736 0.721 0.210
-0.152 0.149 0.166
-0.727 0.817 -1.121
1.528 0.011 1.497
-0.381 -2.537 -1.805
-0.121 0.420 0.760
-0.169 0.296 -0.140
-0.224 0.212 -0.041
-0.039 0.324 -0.353
0.081 0.805 0.249
-0.095 -0.296 1.015
0.155 -0.040 -0.064
-0.441 0.261 -0.083
-0.344 -0.666 -2.219
2.147 0.158 1.410
-1.886 0.764 -0.069
-0.094 -0.041 0.184
-0.498 -0.678 0.751
0.144 0.051 0.077
-0.185 -0.120 0.104
0.710 0.280 -0.061
0.443 -0.009 -0.090

Properties
* ΔE to the lowest compared entry with this formula, charge and spin: 5.575 eV
* HOMO-LUMO gap: 0.3704 hartree
* 2S+1: 1
* LUMO: 0.11 eV
* largest force on an atom: 3.49 eV Å⁻¹
* E: -2194.67388 Ha

---

No. 2
Here is 2 unconnected molecules or ions with the total composition FHO4 in a non-equilibrium geometry from the OMol25 dataset. Energies are from ωB97M-V/def2-TZVPD.

Last column: Mulliken charge in e.
Element x y z (Å)
O1 1.1439 -2.1959 0.0227  -0.2169
O2 0.4057 -1.3038 -0.2616  0.4915
O3 0.4182 -0.8165 -1.4495  -0.2716
O4 -0.9268 1.8561 0.6823  -0.2431
F1 -0.0980 0.9034 1.2464  -0.1132
H1 -0.9430 1.5567 -0.2403  0.3533

Forces on the atoms, in the same order (eV/Å):
1.539 -1.626 0.089
-1.811 2.299 -1.303
0.259 -0.716 1.206
-0.737 0.875 -0.393
0.677 -0.731 0.466
0.073 -0.102 -0.065

Properties
* ΔE to the lowest compared entry with this formula, charge and spin: 0.526 eV
* HOMO-LUMO gap: 0.3416 hartree
* 2S+1: 1
* LUMO: -2.53 eV
* largest force on an atom: 3.20 eV Å⁻¹
* E: -401.02363 Ha

---

No. 3
Here is a gas-phase ion, C5H6NO (charge +1) in a non-equilibrium geometry from the OMol25 dataset. Energies are from ωB97M-V/def2-TZVPD.

Last column: Mulliken charge in e.
Element x y z (Å)
C1 1.5000 1.0335 0.5236  0.0245
N1 0.4349 0.4072 0.1881  -0.0313
C2 -0.5993 -0.8825 0.7498  0.0832
C3 -1.0778 -1.9488 -0.1719  -0.1366
C4 -1.8339 -0.7143 -0.1848  -0.0784
O1 -1.8168 -0.2546 1.0850  -0.1932
C5 0.4733 1.8858 -0.0225  -0.3977
H1 2.5580 1.0867 0.7608  0.3586
H2 -1.5910 -2.7166 0.5609  0.2321
H3 -0.4689 -2.3241 -1.0014  0.3114
H4 -1.6732 -0.0288 -1.0433  0.2318
H5 -0.2826 2.3213 0.6757  0.2819
H6 0.5069 2.1253 -1.0110  0.3136

Forces on the atoms, in the same order (eV/Å):
-0.966 -0.852 -0.906
1.338 -1.735 1.588
2.455 3.367 1.001
-2.103 -2.795 2.067
0.098 0.864 -3.684
0.536 -0.817 0.565
-2.678 -0.263 2.848
-0.234 -0.776 0.468
1.445 1.006 -1.722
-0.454 0.340 0.263
-0.490 -0.071 0.810
1.107 0.531 -0.765
-0.053 1.201 -2.535

Properties
* ΔE to the lowest compared entry with this formula, charge and spin: 8.167 eV
* HOMO-LUMO gap: 0.3203 hartree
* 2S+1: 1
* LUMO: -5.28 eV
* charge: +1
* largest force on an atom: 4.29 eV Å⁻¹
* E: -323.56985 Ha

---

No. 4
Here is 2 unconnected molecules or ions with the total composition C5H15NO in a non-equilibrium geometry from the OMol25 dataset. Energies are from ωB97M-V/def2-TZVPD.

Last column: Mulliken charge in e.
Element x y z (Å)
C1 -1.1129 0.8462 -1.6572  -0.2653
C2 -0.9096 -0.6532 -1.9265  -0.5698
C3 -0.9169 -1.4022 -0.5678  -0.4752
C4 0.2705 -1.1816 0.3554  -0.8605
N1 0.1977 -0.1257 1.3910  -0.2117
C5 1.3389 -0.0358 2.2596  -1.0026
H1 -0.4561 1.0954 -0.8470  -0.3675
H2 -2.1784 0.9608 -1.4561  0.3031
H3 -0.9728 1.6367 -2.3730  0.4135
H4 -1.7887 -1.0287 -2.4247  0.3167
H5 0.0415 -0.8654 -2.3798  0.3562
H6 -1.8893 -1.1543 -0.0320  0.2899
H7 -0.8635 -2.4729 -0.8774  0.2430
H8 0.5517 -2.1177 0.9050  0.4924
H9 1.1715 -0.9892 -0.2110  0.4254
H10 -0.5987 -0.3142 1.9919  0.2224
H11 1.3616 -0.6153 3.1747  0.3666
H12 2.3070 -0.4586 1.8795  0.3044
H13 1.5033 1.0386 2.6357  0.2875
O1 0.8938 2.9718 0.0067  -0.6967
H14 0.3062 2.2231 -0.1575  0.1240
H15 1.7431 2.6422 0.3105  0.3041

Forces on the atoms, in the same order (eV/Å):
-0.637 -0.376 -0.148
-0.184 0.970 1.540
-0.725 -0.187 -0.111
1.085 -0.657 1.556
-0.846 -0.093 -0.539
2.197 1.155 0.890
-0.366 0.013 0.645
0.072 0.150 0.913
0.592 -0.293 -1.122
0.161 -0.289 -0.887
0.190 -0.205 -0.748
1.045 -0.627 -0.536
-0.471 0.548 0.636
-0.532 0.115 -0.560
0.251 0.308 -0.491
-0.146 0.113 -0.314
-1.023 -0.447 0.530
-0.823 0.879 -0.693
-0.081 -1.403 -0.848
-0.090 0.484 -0.140
0.516 0.143 0.428
-0.185 -0.301 0.000

Properties
* ΔE to the lowest compared entry with this formula, charge and spin: 1.688 eV
* HOMO-LUMO gap: 0.3629 hartree
* 2S+1: 1
* LUMO: 0.96 eV
* largest force on an atom: 2.64 eV Å⁻¹
* E: -329.44556 Ha